[1]
{
  "formula": "C15H21I2O15P",
  "method": "ωB97M-V/def2-TZVPD",
  "gap_ha": 0.3239,
  "total_energy_ha": -2649.61109,
  "smiles": "O=C1OCCO1.O=C1OCCO1.O=C1OCCO1.O=C1OCCO1.O=C1OCCO1.IPI",
  "elements": ["O", "C", "O", "C", "C", "O", "H", "H", "H", "H", "O", "C", "O", "C", "C", "O", "H", "H", "H", "H", "O", "C", "O", "C", "C", "O", "H", "H", "H", "H", "O", "C", "O", "C", "C", "O", "H", "H", "H", "H", "O", "C", "O", "C", "C", "O", "H", "H", "H", "H", "I", "P", "I", "H"],
  "positions_angstrom": [[3.392, -4.592, -0.283], [4.075, -4.131, -1.151], [4.284, -2.813, -1.331], [5.257, -2.636, -2.372], [5.151, -3.949, -3.131], [4.695, -4.850, -2.102], [4.998, -1.766, -2.965], [6.234, -2.500, -1.906], [4.396, -3.904, -3.912], [6.093, -4.307, -3.533], [3.494, -1.867, -4.457], [2.590, -1.085, -4.411], [1.704, -0.999, -3.403], [0.936, 0.211, -3.564], [1.064, 0.458, -5.060], [2.328, -0.162, -5.357], [-0.083, 0.048, -3.230], [1.395, 0.997, -2.967], [0.287, -0.048, -5.632], [1.100, 1.507, -5.334], [0.248, 1.445, 2.981], [0.426, 0.275, 3.130], [1.626, -0.294, 3.374], [1.429, -1.681, 3.689], [0.083, -1.962, 3.037], [-0.540, -0.665, 3.068], [2.247, -2.263, 3.277], [1.403, -1.790, 4.773], [0.194, -2.255, 1.995], [-0.533, -2.679, 3.570], [-0.982, 2.974, -2.674], [-1.135, 2.803, -1.502], [-0.856, 1.648, -0.864], [-0.929, 1.867, 0.562], [-1.849, 3.075, 0.630], [-1.598, 3.722, -0.634], [-1.327, 0.987, 1.058], [0.070, 2.073, 0.937], [-2.899, 2.795, 0.678], [-1.618, 3.754, 1.444], [-3.552, 1.168, 3.166], [-4.290, 2.067, 3.415], [-5.015, 2.203, 4.547], [-5.596, 3.513, 4.571], [-5.621, 3.880, 3.091], [-4.522, 3.114, 2.583], [-6.576, 3.465, 5.033], [-4.947, 4.169, 5.151], [-6.534, 3.551, 2.595], [-5.453, 4.933, 2.891], [0.701, -3.244, -0.699], [-1.191, -2.024, -1.559], [-3.111, -3.204, -0.643], [-1.142, -1.030, -0.567]]
}

---

[2]
{
  "formula": "C15H21N3O",
  "method": "ωB97M-V/def2-TZVPD",
  "gap_ha": 0.3213,
  "total_energy_ha": -823.55006,
  "de_lowest_kcal_mol": 120.6,
  "smiles": "CN(C)CCO[C@@H](c1ccccc1)c1ccnn1C",
  "elements": ["C", "N", "C", "C", "C", "O", "C", "C", "C", "C", "C", "C", "C", "C", "C", "C", "N", "N", "C", "H", "H", "H", "H", "H", "H", "H", "H", "H", "H", "H", "H", "H", "H", "H", "H", "H", "H", "H", "H", "H"],
  "positions_angstrom": [[1.679, -2.632, -2.843], [1.800, -1.181, -2.702], [3.041, -0.580, -3.268], [0.622, -0.245, -2.660], [-0.472, -0.500, -1.546], [-0.058, -0.484, -0.164], [-0.440, 0.637, 0.578], [-1.844, 0.447, 1.050], [-2.677, 1.634, 1.214], [-3.918, 1.555, 1.772], [-4.502, 0.294, 1.999], [-3.795, -0.861, 1.658], [-2.432, -0.834, 1.259], [0.436, 0.794, 1.765], [0.054, 0.787, 3.074], [1.330, 0.959, 3.762], [2.418, 0.935, 3.035], [1.863, 0.851, 1.824], [2.717, 1.177, 0.734], [1.140, -3.059, -2.054], [2.641, -3.203, -2.887], [1.266, -2.834, -3.799], [3.423, 0.230, -2.686], [2.827, -0.349, -4.290], [3.750, -1.438, -3.168], [0.909, 0.806, -2.470], [0.143, -0.247, -3.698], [-1.081, -1.484, -1.730], [-1.240, 0.308, -1.685], [-0.286, 1.489, -0.078], [-2.224, 2.565, 0.912], [-4.480, 2.403, 2.166], [-5.544, 0.101, 2.450], [-4.265, -1.840, 1.858], [-1.860, -1.776, 1.009], [-0.919, 0.578, 3.505], [1.250, 1.188, 4.805], [3.089, 2.174, 0.887], [2.090, 1.140, -0.246], [3.548, 0.495, 0.659]]
}

---

[3]
{
  "formula": "C15H21N3O2",
  "method": "ωB97M-V/def2-TZVPD",
  "gap_ha": 0.3357,
  "total_energy_ha": -898.93902,
  "de_lowest_kcal_mol": 28.7,
  "smiles": "CC1(C)CC(=O)c2cnc(NC[C@H]3CCCO3)nc2C1",
  "elements": ["C", "C", "C", "C", "C", "O", "C", "C", "N", "C", "N", "C", "C", "C", "C", "C", "O", "N", "C", "C", "H", "H", "H", "H", "H", "H", "H", "H", "H", "H", "H", "H", "H", "H", "H", "H", "H", "H", "H", "H", "H"],
  "positions_angstrom": [[0.396, 3.612, -3.480], [0.793, 2.193, -3.011], [2.313, 1.890, -3.322], [-0.056, 1.174, -3.862], [0.011, -0.248, -3.238], [-0.159, -1.232, -3.955], [0.295, -0.452, -1.837], [0.460, -1.713, -1.270], [0.709, -1.867, 0.008], [0.912, -0.813, 0.745], [1.081, -1.089, 2.072], [0.473, -0.267, 3.128], [-0.620, -1.005, 3.970], [-1.973, -1.160, 3.220], [-2.563, -2.420, 3.759], [-1.279, -3.238, 4.022], [-0.200, -2.364, 4.295], [0.853, 0.431, 0.291], [0.572, 0.601, -0.999], [0.431, 2.020, -1.503], [0.762, 4.366, -2.805], [-0.683, 3.697, -3.512], [0.864, 3.851, -4.445], [2.990, 2.537, -2.725], [2.505, 2.062, -4.399], [2.590, 0.870, -3.019], [0.368, 1.068, -4.878], [-1.110, 1.441, -4.024], [0.459, -2.608, -1.864], [1.024, -2.091, 2.257], [0.100, 0.654, 2.695], [1.282, 0.061, 3.840], [-0.852, -0.461, 4.881], [-1.737, -1.294, 2.159], [-2.665, -0.340, 3.323], [-3.219, -2.873, 3.034], [-3.155, -2.263, 4.663], [-1.456, -3.866, 4.898], [-1.030, -3.904, 3.172], [1.111, 2.656, -0.947], [-0.596, 2.382, -1.334]]
}

---

[4]
{
  "formula": "C15H21N3O2S",
  "method": "ωB97M-V/def2-TZVPD",
  "gap_ha": 0.2942,
  "total_energy_ha": -1296.62828,
  "de_lowest_kcal_mol": 351.8,
  "elements": ["C", "C", "H", "H", "O", "C", "O", "C", "C", "C", "C", "C", "C", "H", "H", "N", "C", "N", "C", "C", "N", "C", "H", "H", "H", "C", "C", "H", "H", "H", "H", "H", "H", "H", "H", "S", "H", "H", "H", "H", "H", "H"],
  "positions_angstrom": [[-7.089, -0.658, -1.369], [-6.486, -1.097, -0.085], [-6.873, -0.325, 0.662], [-6.873, -2.150, 0.112], [-5.190, -1.258, -0.172], [-4.682, 0.017, 0.274], [-5.334, 0.998, 0.577], [-3.174, 0.028, 0.122], [-2.539, -1.175, -0.053], [-1.071, -1.286, 0.062], [-0.424, 0.122, 0.312], [-1.137, 1.222, 0.413], [-2.388, 0.980, 0.372], [-2.916, 2.176, 0.690], [-0.483, 2.010, 0.579], [0.947, -0.235, 0.473], [2.020, 0.580, 0.167], [3.189, 0.399, 0.652], [4.498, 1.245, -0.002], [5.135, 0.246, -0.749], [5.491, -1.016, -0.244], [6.252, -1.784, -0.800], [6.659, -2.627, -0.302], [5.800, -2.187, -1.691], [7.265, -1.166, -1.491], [4.440, -1.668, 0.331], [3.619, -0.929, 1.282], [2.789, -1.068, 1.719], [4.219, -0.477, 2.191], [4.704, -2.623, 0.958], [3.698, -1.892, -0.534], [6.044, 0.670, -1.332], [4.571, 0.015, -1.729], [4.053, 1.904, -0.497], [4.994, 1.358, 0.910], [1.709, 2.354, -0.654], [1.360, -1.157, 0.214], [-0.597, -2.159, 0.183], [-3.071, -2.055, -0.120], [-8.338, -0.606, -1.393], [-6.771, 0.295, -1.486], [-6.852, -1.222, -1.987]]
}